{"formula": "C38H37BrO4S", "method": "the ωB97M-V functional and the def2-TZVPD basis", "symbols": ["O", "C", "C", "C", "C", "C", "Br", "C", "C", "O", "C", "C", "C", "S", "O", "O", "C", "C", "C", "C", "H", "H", "H", "H", "H", "H", "H", "H", "H", "H", "H", "H", "H", "C", "C", "C", "C", "C", "C", "H", "H", "H", "H", "H", "H", "C", "C", "C", "C", "C", "C", "H", "H", "H", "H", "H", "H", "C", "C", "C", "C", "C", "C", "H", "H", "H", "H", "H", "H", "C", "C", "C", "C", "C", "C", "H", "H", "H", "H", "H", "H"], "positions_angstrom": [[-0.5657, -3.6844, 3.6800], [-0.4224, -2.7654, 2.8404], [-1.6408, -2.2139, 1.9353], [-3.0917, -2.1098, 2.6542], [-3.4507, -0.5241, 2.6394], [-4.6149, -0.1195, 3.6606], [-4.3347, -0.7590, 5.5254], [-1.4456, -1.8030, 0.5784], [0.0524, -1.9115, -0.0050], [0.2889, -2.2328, -1.1970], [1.2076, -1.5788, 1.0768], [2.5187, -0.8222, 0.7586], [2.7883, -0.2832, -0.7421], [1.7028, 1.2213, -1.0685], [0.4253, 1.1822, -0.2454], [1.3887, 1.3564, -2.5529], [3.5154, -0.5753, 1.9268], [3.3022, -1.0394, 3.3891], [1.9923, -1.7889, 3.7087], [0.9858, -2.0291, 2.5676], [-3.8939, -2.7133, 2.1161], [-2.9433, -2.5127, 3.7209], [-3.8035, -0.2590, 1.5698], [-2.4885, 0.0981, 2.7871], [-5.6528, -0.4050, 3.2841], [-4.6057, 1.0344, 3.7193], [-2.3135, -1.3891, -0.0475], [3.9049, -0.0450, -0.8815], [2.5529, -1.1441, -1.4528], [2.3898, 2.3977, -0.7339], [4.4670, 0.0115, 1.6492], [4.0989, -0.8033, 4.1813], [1.7203, -2.1456, 4.7644], [1.8658, 4.6202, 1.8836], [2.7229, 3.5287, 1.9781], [4.0378, 3.7086, 2.3966], [4.4971, 4.9826, 2.7170], [3.6423, 6.0759, 2.6138], [2.3263, 5.8950, 2.1988], [0.8389, 4.4778, 1.5637], [2.3645, 2.5350, 1.7257], [4.7049, 2.8561, 2.4732], [5.5211, 5.1233, 3.0458], [4.0018, 7.0702, 2.8580], [1.6594, 6.7470, 2.1207], [1.1537, 0.0697, -6.7713], [0.8028, 0.1444, -5.4271], [0.7746, -1.0043, -4.6495], [1.0926, -2.2335, -5.2108], [1.4340, -2.3164, -6.5579], [1.4665, -1.1638, -7.3389], [1.1829, 0.9696, -7.3766], [0.5519, 1.1022, -4.9840], [0.5041, -0.9417, -3.6008], [1.0716, -3.1281, -4.5971], [1.6759, -3.2781, -6.9988], [1.7353, -1.2258, -8.3882], [-1.7494, 5.1401, 3.4577], [-2.3726, 6.3314, 3.8159], [-3.4370, 6.8149, 3.0614], [-3.8760, 6.1089, 1.9451], [-3.2470, 4.9223, 1.5813], [-2.1850, 4.4365, 2.3377], [-0.9237, 4.7598, 4.0500], [-2.0290, 6.8832, 4.6847], [-3.9249, 7.7421, 3.3430], [-4.7074, 6.4845, 1.3583], [-3.5854, 4.3748, 0.7075], [-1.6959, 3.5097, 2.0551], [-1.4978, -7.9478, -4.2879], [-0.5748, -8.0779, -3.2543], [-0.0745, -6.9446, -2.6198], [-0.4942, -5.6800, -3.0218], [-1.4104, -5.5508, -4.0615], [-1.9135, -6.6830, -4.6939], [-1.8923, -8.8316, -4.7778], [-0.2455, -9.0637, -2.9424], [0.6426, -7.0468, -1.8121], [-0.1070, -4.7959, -2.5259], [-1.7328, -4.5640, -4.3782], [-2.6290, -6.5808, -5.5030]], "atomic_forces_ev_per_a": [[0.4, 3.3, -2.7], [0.2, -0.9, 0.7], [-0.2, 0.4, -2.0], [1.5, 0.6, -0.1], [-0.1, -0.6, -0.1], [0.3, 1.6, -1.3], [-0.2, 0.3, -1.0], [1.1, -0.9, 3.0], [-0.3, -0.1, -1.4], [-0.5, 1.3, 4.1], [2.1, 0.5, 2.6], [-0.9, -1.1, 2.7], [0.8, -1.1, 1.9], [-4.9, 0.4, -2.9], [3.9, -0.2, -1.2], [1.8, -0.5, 3.9], [-2.0, -1.0, 0.3], [-2.6, -0.6, -3.0], [0.5, 1.1, -3.3], [1.4, 0.9, -0.9], [1.2, 0.8, 0.7], [-0.4, 0.7, -1.6], [0.4, -0.4, 1.7], [-1.6, -1.0, 0.1], [1.5, 0.0, 0.8], [-0.1, -1.9, 0.1], [1.6, -0.9, 0.8], [-1.8, 0.1, 0.2], [-0.2, 1.6, 0.6], [0.0, -1.2, 0.1], [-1.6, -1.1, 0.6], [-1.5, -0.5, -1.4], [0.5, 0.6, -1.9], [0.0, 0.0, 0.0], [0.1, 0.0, 0.0], [0.0, 0.1, 0.0], [-0.1, 0.0, 0.0], [0.0, -0.1, 0.0], [0.1, -0.1, 0.0], [0.1, 0.0, 0.0], [0.0, 0.0, 0.1], [0.0, 0.1, 0.0], [-0.1, 0.0, 0.0], [0.0, -0.1, 0.0], [0.0, -0.1, 0.0], [0.0, -0.2, 0.0], [0.0, 0.2, -0.2], [0.0, -0.1, 0.1], [0.0, 0.0, -0.1], [0.0, 0.1, 0.0], [0.0, 0.0, 0.1], [0.0, -0.1, 0.0], [0.1, -0.1, 0.0], [0.0, 0.0, -0.1], [0.0, 0.0, -0.1], [0.0, 0.1, 0.0], [0.0, 0.0, 0.1], [-0.1, 0.0, -0.1], [0.0, 0.0, -0.1], [0.0, -0.1, 0.0], [0.1, 0.0, 0.1], [0.0, 0.0, 0.1], [0.0, 0.1, 0.1], [0.0, 0.0, -0.1], [0.0, -0.1, -0.1], [0.0, -0.1, 0.0], [0.1, 0.0, 0.0], [0.0, 0.0, 0.1], [0.0, 0.1, 0.0], [0.0, 0.1, 0.0], [0.0, 0.1, 0.0], [-0.1, 0.0, -0.1], [0.0, -0.1, 0.0], [0.0, 0.0, 0.0], [0.1, 0.0, 0.1], [0.0, 0.1, 0.0], [0.0, 0.1, 0.0], [-0.1, 0.0, -0.1], [0.0, 0.0, 0.0], [0.0, -0.1, 0.0], [0.1, 0.0, 0.1]], "mulliken_charge": [-0.561, 0.028, 0.357, -0.644, -0.472, -0.624, -0.199, -0.423, 0.389, -0.484, 0.489, 0.235, -0.651, 0.814, -0.526, -0.531, -0.414, -0.578, -0.542, 0.224, 0.334, 0.368, 0.269, 0.319, 0.369, 0.355, 0.268, 0.513, 0.196, 0.139, 0.288, 0.324, 0.380, -0.536, -0.408, -0.414, -0.459, -0.397, -0.481, 0.507, 0.717, 0.345, 0.366, 0.363, 0.399, -0.396, -0.519, -0.196, -0.355, -0.510, -0.366, 0.356, 0.415, 0.415, 0.419, 0.378, 0.358, -0.435, -0.374, -0.403, -0.293, -0.541, -0.463, 0.429, 0.363, 0.358, 0.362, 0.372, 0.625, -0.414, -0.305, -0.547, -0.141, -0.493, -0.411, 0.351, 0.353, 0.361, 0.459, 0.416, 0.357], "homo_ha": -0.3272, "smiles": "O=C1C(CCCBr)=CC(=O)c2c(C[SH](=O)=O)cccc21.c1ccccc1.c1ccccc1.c1ccccc1.c1ccccc1", "energy_ev": -129066.194, "spin_multiplicity": 1, "fmax_ev_per_a": 5.73, "orbital_gap_ha": 0.2762}

=====

{"formula": "C38H37GaN9OP2S2Se2", "method": "the ωB97M-V functional and the def2-TZVPD basis", "symbols": ["Ga", "Se", "P", "C", "C", "C", "C", "C", "C", "C", "C", "C", "C", "C", "C", "C", "C", "N", "N", "N", "P", "Se", "C", "C", "C", "C", "C", "C", "C", "C", "C", "C", "C", "C", "H", "H", "H", "H", "H", "H", "H", "H", "H", "H", "H", "H", "H", "H", "H", "H", "H", "H", "H", "H", "N", "C", "O", "C", "C", "N", "C", "N", "H", "H", "C", "N", "C", "C", "S", "N", "C", "C", "H", "H", "H", "H", "H", "H", "H", "H", "H", "H", "H", "H", "S", "C", "C", "N", "C", "H", "H", "H"], "positions_angstrom": [[-2.0694, 0.6485, 0.3451], [4.0500, 1.3567, -1.9793], [3.8567, 0.5892, -0.0464], [4.5545, 1.5464, 1.3278], [4.0544, 1.3701, 2.6132], [4.5814, 2.1064, 3.6546], [5.6076, 3.0091, 3.4190], [6.1018, 3.1824, 2.1371], [5.5780, 2.4489, 1.0865], [4.5908, -1.0714, 0.1725], [4.4331, -1.7997, 1.3448], [5.0701, -3.0203, 1.4756], [5.8624, -3.5150, 0.4527], [6.0313, -2.7798, -0.7080], [5.4035, -1.5571, -0.8460], [2.1102, 0.6581, 0.3854], [0.9170, -0.0266, 0.1621], [-0.0599, 0.8710, 0.4545], [0.4963, 2.0136, 0.7966], [1.7759, 1.9106, 0.7581], [0.4467, -1.7189, -0.1634], [-1.6929, -1.8550, 0.2499], [0.9558, -2.2660, -1.8166], [2.3070, -2.2785, -2.1489], [2.6994, -2.7320, -3.3937], [1.7504, -3.1715, -4.3033], [0.4053, -3.1571, -3.9688], [0.0003, -2.7049, -2.7255], [1.2657, -2.7061, 1.1109], [1.7778, -3.9711, 0.8568], [2.2636, -4.7272, 1.9093], [2.2436, -4.2280, 3.2015], [1.7294, -2.9651, 3.4529], [1.2325, -2.2066, 2.4115], [3.2445, 0.6762, 2.7952], [4.1805, 1.9864, 4.6498], [6.0166, 3.5851, 4.2363], [6.8867, 3.8995, 1.9531], [5.9452, 2.5787, 0.0769], [3.8226, -1.4190, 2.1502], [4.9507, -3.5855, 2.3855], [6.3579, -4.4675, 0.5629], [6.6570, -3.1556, -1.5013], [5.5312, -0.9717, -1.7470], [3.0458, -1.9395, -1.4384], [3.7470, -2.7479, -3.6510], [2.0617, -3.5318, -5.2717], [-0.3313, -3.5072, -4.6747], [-1.0483, -2.6969, -2.4534], [1.7962, -4.3636, -0.1496], [2.6547, -5.7144, 1.7215], [2.6289, -4.8209, 4.0178], [1.7093, -2.5745, 4.4597], [0.8132, -1.2257, 2.6062], [-3.2293, 2.3063, 3.9260], [-3.2852, 1.2760, 3.0580], [-2.5321, 1.3803, 1.9962], [-4.1490, 0.2047, 3.2781], [-4.1966, -0.7290, 2.2571], [-4.1602, -1.3590, 1.2876], [-4.9570, 0.1076, 4.4204], [-5.6162, 0.0385, 5.3571], [-3.7472, 2.2792, 4.7887], [-2.5398, 3.0273, 3.7973], [-6.5564, 1.2380, -3.9870], [-5.2185, 0.9986, -3.4783], [-4.3560, 0.3440, -4.4383], [-4.8814, 1.0833, -2.1885], [-3.4856, 0.1993, -1.6787], [-5.6202, 1.7764, -1.3114], [-6.3071, 3.0148, -1.6130], [-5.5298, 1.4944, 0.1020], [-6.8101, 0.4309, -4.6739], [-6.6043, 2.1754, -4.5451], [-7.2938, 1.2439, -3.1905], [-4.5620, 0.7538, -5.4256], [-4.5460, -0.7319, -4.4508], [-3.3109, 0.5051, -4.1855], [-6.0983, 3.3368, -2.6270], [-5.9511, 3.7802, -0.9189], [-7.3842, 2.9146, -1.4685], [-5.2785, 0.4434, 0.2544], [-6.5010, 1.6842, 0.5616], [-4.7741, 2.1271, 0.5891], [-0.8660, 5.0461, -0.4270], [-1.1050, 4.2285, -1.9157], [-1.6691, 3.0176, -1.6963], [-1.9316, 2.7401, -0.3921], [-1.5586, 3.7217, 0.3819], [-0.8169, 4.6676, -2.8497], [-1.9068, 2.2867, -2.4493], [-1.6631, 3.6946, 1.4485]], "atomic_forces_ev_per_a": [[0.3, 0.1, -0.6], [0.2, 0.1, -0.2], [0.4, -0.2, 0.2], [0.0, -0.1, -0.3], [0.1, 0.0, 0.0], [0.0, -0.1, 0.1], [0.0, 0.1, 0.0], [0.1, 0.0, 0.1], [-0.1, -0.1, -0.1], [-0.2, 0.4, -0.2], [0.0, 0.1, -0.1], [0.0, 0.0, 0.2], [0.0, 0.0, 0.0], [0.0, -0.1, 0.0], [0.0, 0.1, -0.1], [-0.4, -0.4, -0.2], [0.2, 0.1, 0.2], [-0.3, -0.5, -0.3], [-0.4, 0.5, 0.2], [0.2, 0.3, 0.2], [0.4, -0.2, 0.0], [0.1, 0.4, -0.2], [-0.2, 0.1, 0.5], [-0.1, 0.0, 0.1], [0.1, 0.0, 0.0], [0.0, 0.0, 0.1], [0.0, 0.0, -0.1], [-0.1, 0.0, 0.1], [-0.1, 0.1, -0.2], [-0.1, 0.1, -0.1], [0.0, -0.1, 0.1], [0.0, -0.1, -0.1], [0.0, 0.1, 0.0], [0.0, 0.1, 0.0], [-0.1, 0.0, 0.0], [0.0, 0.0, 0.1], [0.0, 0.0, 0.1], [0.1, 0.0, 0.0], [0.0, 0.0, 0.0], [0.0, 0.0, 0.1], [0.0, -0.1, 0.1], [0.0, -0.1, 0.0], [0.1, 0.0, -0.1], [0.0, 0.0, 0.0], [0.0, 0.0, 0.0], [0.1, 0.0, 0.0], [0.0, 0.0, -0.1], [-0.1, 0.0, -0.1], [0.0, 0.0, 0.0], [0.0, 0.0, -0.1], [0.1, -0.1, 0.0], [0.0, -0.1, 0.0], [0.0, 0.0, 0.1], [0.0, 0.0, 0.0], [0.2, -0.1, -0.2], [0.1, 0.3, -0.2], [-0.3, 0.2, 0.6], [0.5, 0.5, 0.0], [-0.1, -0.7, -1.0], [-0.4, -0.1, 0.3], [0.0, -0.1, 0.1], [-0.3, 0.1, 0.5], [0.0, -0.1, 0.0], [0.0, -0.1, 0.0], [-0.4, 0.1, -0.1], [0.0, 0.2, 0.3], [0.4, -0.1, -0.3], [0.3, 0.1, 0.3], [0.2, -0.6, 0.2], [0.0, -0.1, -0.2], [-0.2, 0.2, -0.1], [0.2, -0.3, 0.5], [0.0, 0.0, 0.1], [0.0, 0.0, 0.1], [0.0, 0.0, 0.1], [0.0, 0.0, 0.0], [0.0, 0.0, 0.0], [-0.1, 0.0, -0.1], [0.0, 0.1, 0.0], [0.0, 0.0, -0.1], [0.0, 0.0, -0.1], [-0.1, 0.2, 0.0], [0.0, 0.1, 0.0], [-0.1, 0.0, 0.0], [-0.3, -0.4, 0.0], [0.1, 0.0, 0.2], [0.2, 0.3, -0.7], [-0.3, -0.6, 0.6], [0.0, 0.5, 0.1], [0.1, 0.0, -0.2], [0.0, 0.0, -0.1], [0.1, 0.0, 0.1]], "mulliken_charge": [0.055, -0.343, 0.583, 0.897, 0.119, -0.916, -0.537, -0.651, -0.626, 0.100, 0.150, -0.808, -0.748, -0.696, -0.301, 0.503, -0.810, 0.846, -0.322, -0.714, 1.125, -0.256, 0.231, 0.693, -0.965, -0.668, -0.715, -0.803, 0.751, -0.289, -0.883, -0.571, -0.534, -0.712, 0.037, 0.432, 0.399, 0.422, 0.391, 0.415, 0.563, 0.453, 0.458, 0.384, 0.240, 0.476, 0.411, 0.439, 0.347, 0.507, 0.464, 0.455, 0.458, 0.276, -0.356, 1.072, -0.121, 0.317, 0.314, -0.723, -0.456, -0.471, 0.203, 0.205, -1.253, 0.082, -1.168, 0.682, -0.199, 0.217, -1.185, -1.443, 0.453, 0.347, 0.409, 0.420, 0.387, 0.392, 0.403, 0.380, 0.343, 0.528, 0.423, 0.338, -0.094, -0.387, -0.861, 0.541, -0.128, 0.471, 0.455, 0.253], "homo_ha": -0.3659, "energy_ev": -278778.727, "spin_multiplicity": 1, "fmax_ev_per_a": 1.18, "charge": 1, "de_lowest_kj_mol": 122.33, "orbital_gap_ha": 0.2790}